This record from the OMol25 dataset describes a molecular structure, C18H14ClI2O4PTm at a distorted geometry. The level of theory is ωB97M-V/def2-TZVPD.

Properties
spin multiplicity	3
<S²>	2.002
total charge	+1
HOMO-LUMO gap (alpha / beta)	5.6 / 5.6	eV
energy above the lowest of the compared OMol25 structures with the same formula, charge and spin	0.6338	eV

The geometry in XYZ format:
```
41
C18H14ClI2O4PTm (ωB97M-V/def2-TZVPD)
Tm -0.15 -2.57 0.50
O 2.94 -4.57 1.94
Cl 1.70 -4.15 1.46
O 1.77 -3.63 0.03
O 1.17 -2.92 2.21
O 0.62 -5.10 1.47
C 0.94 -0.90 -3.87
C 0.01 0.08 -3.51
C -0.13 0.46 -2.19
C 0.67 -0.13 -1.20
C 1.62 -1.08 -1.58
C 1.75 -1.48 -2.91
P 0.44 0.20 0.57
C 1.15 1.81 0.96
C 0.95 2.33 2.24
C 1.48 3.56 2.57
C 2.24 4.27 1.64
C 2.45 3.74 0.37
C 1.91 2.51 0.03
C -1.36 0.29 0.61
C -2.08 1.48 0.68
C -3.46 1.42 0.66
C -4.10 0.19 0.56
C -3.35 -0.98 0.49
C -1.95 -0.99 0.52
H 1.03 -1.20 -4.91
H -0.61 0.54 -4.27
H -0.87 1.20 -1.91
H 2.32 -1.45 -0.84
H 2.50 -2.21 -3.19
H 0.37 1.78 2.97
H 1.32 3.97 3.56
H 2.66 5.23 1.90
H 3.04 4.28 -0.35
H 2.08 2.10 -0.96
H -1.57 2.43 0.76
H -4.04 2.34 0.72
H -5.18 0.15 0.54
H -3.91 -1.91 0.41
I -2.55 -4.35 0.86
I -3.81 -6.73 0.43
```

Per-atom Mulliken charges, elementary charge units:
1 Tm 0.6551
2 O -0.4962
3 Cl 1.7047
4 O -0.5417
5 O -0.6133
6 O -0.5295
7 C -0.5310
8 C -0.6973
9 C -0.3365
10 C -0.0389
11 C -0.2760
12 C -0.7499
13 P 0.5602
14 C 0.5031
15 C -0.3763
16 C -0.6928
17 C -0.4633
18 C -0.7062
19 C -0.3816
20 C -0.0738
21 C -0.2657
22 C -0.6616
23 C -0.8220
24 C 0.0452
25 C 0.3278
26 H 0.4160
27 H 0.4249
28 H 0.4703
29 H 0.8800
30 H 0.4530
31 H 0.4115
32 H 0.3993
33 H 0.3990
34 H 0.4094
35 H 0.3674
36 H 0.4339
37 H 0.4169
38 H 0.3771
39 H 0.1942
40 I 0.3119
41 I 0.0926